The following is a DFT calculation (ωB97M-V/def2-TZVPD) of a cluster of 3 separate species, C18H36BFNO4S2 in total at a distorted geometry.

net charge = -1
highest occupied orbital energy = -4.674 eV
relative energy (zero: lowest compared OMol25 entry of this formula, charge and spin) = 0.0 kJ/mol
E_LUMO = 0.078 Eh
frontier orbital gap = 6.808 eV
electronic energy = -53991.457 eV

Structure (XYZ):
```
63
Properties=species:S:1:pos:R:3:mulliken_charge:R:1
C 2.2446 2.4388 2.6422 -0.88
C 0.7498 2.8772 2.6934 0.78
O 0.2904 3.4111 1.7118 -0.56
O -0.1082 2.6692 3.7619 -0.35
C -0.1576 1.2936 4.2196 -0.57
C -1.4226 0.4977 3.6962 -0.70
B -1.1875 -0.0293 2.1305 0.54
C -2.5793 -0.3286 1.3202 -0.07
C -2.5207 0.1671 -0.2007 -1.02
C -1.4414 -0.5775 -1.0707 0.66
C -0.7273 0.5154 -1.9794 -0.77
N 0.6841 0.2080 -2.3051 0.30
C 1.2870 1.0041 -3.2903 -0.64
C 2.6521 0.5522 -3.4135 -0.26
C 2.8536 -0.5762 -2.4574 -0.88
C 1.5572 -0.7326 -1.8219 0.13
C -0.0656 -1.2300 2.1564 0.39
C -0.5721 -2.6829 1.8742 -1.29
F 1.0559 -0.8465 1.2966 -0.35
H 2.5982 2.6133 1.5916 0.28
H 2.3000 1.3216 2.7810 0.22
H 2.9067 2.9468 3.3831 0.30
H -0.2771 1.3513 5.3447 0.30
H 0.7722 0.7010 4.0421 0.19
H -1.4768 -0.4373 4.3305 0.17
H -2.3702 1.0879 3.7966 0.29
H -0.6695 0.9171 1.5754 -0.38
H -3.3675 0.3429 1.7891 -0.01
H -2.9874 -1.3640 1.4063 -0.02
H -2.3512 1.2792 -0.1251 0.37
H -3.5643 0.0412 -0.6220 0.27
H -0.7251 -1.2041 -0.4978 -0.73
H -1.9985 -1.2408 -1.7960 0.39
H -1.2951 0.7010 -2.9359 0.30
H -0.7189 1.5128 -1.4547 0.33
H 0.8146 1.8196 -3.8738 0.31
H 3.4494 0.9520 -4.0734 0.39
H 3.7592 -1.1760 -2.2432 0.37
H 1.3087 -1.4953 -1.0606 0.24
H 0.3800 -1.2460 3.1999 0.24
H 0.0896 -3.4473 2.3830 0.37
H -0.6408 -2.9431 0.7834 0.28
H -1.5877 -2.8256 2.3346 0.22
C -7.3739 -0.5954 1.6084 -0.95
S -6.5747 -2.2033 1.7748 0.37
O -5.1256 -2.0049 1.5244 -0.48
C -7.2876 -2.9224 0.2806 -0.98
H -7.0370 0.0400 2.4266 0.31
H -7.0968 -0.1385 0.6572 0.29
H -8.4568 -0.7180 1.6671 0.39
H -7.0162 -2.3199 -0.5875 0.29
H -8.3731 -2.9725 0.3812 0.39
H -6.8885 -3.9293 0.1625 0.31
C 7.1648 1.4403 -2.8790 -0.93
S 6.7521 1.4806 -4.6328 0.46
O 5.4810 0.7301 -4.8056 -0.58
C 8.0934 0.3994 -5.1682 -0.97
H 6.4224 2.0272 -2.3392 0.31
H 7.1473 0.4119 -2.5158 0.29
H 8.1528 1.8778 -2.7266 0.38
H 8.0184 -0.5642 -4.6624 0.30
H 9.0521 0.8697 -4.9445 0.37
H 8.0050 0.2524 -6.2441 0.32
```